1.
Formula: C4H14N4
Source: OMol25
Level of theory: wB97M-V/def2-TZVPD

Cartesian coordinates (Å):
C -0.5835 -0.5364 -0.8156
C 1.4592 -0.9567 -0.1016
C -1.0638 0.6370 -0.1834
C -2.0357 0.5022 0.9622
N -0.3555 -0.4470 -2.2316
N 1.1517 -1.1170 1.2806
N 2.2513 0.0474 -0.3947
N 0.3424 1.6574 0.6683
H -1.0120 -1.4663 -0.4380
H 1.4564 -1.8766 -0.7021
H -1.2947 1.4498 -0.8671
H -1.0433 -0.9349 -2.7924
H 0.5493 -0.8001 -2.5269
H 0.6648 -1.9779 1.4869
H 1.9573 -0.9223 1.8646
H 2.6066 -0.0226 -1.3424
H 1.2186 1.3125 0.1868
H 0.1779 2.6483 0.5426
H 0.4274 1.4198 1.6485
H -1.6986 -0.2651 1.6622
H -2.1588 1.4380 1.5121
H -3.0171 0.2106 0.5808

Cartesian forces, eV/Å:
-0.64 0.48 0.22
0.79 0.16 0.43
-0.31 -0.75 -0.51
0.24 0.11 0.13
0.19 0.02 -0.33
-0.05 0.19 -0.49
-0.32 -0.46 0.01
0.30 -0.08 -0.08
0.18 -0.01 0.14
-0.27 0.23 -0.03
0.16 0.03 0.04
-0.07 0.09 0.12
0.10 -0.01 0.12
0.23 0.09 0.13
-0.16 -0.23 -0.08
-0.06 -0.06 0.04
-0.35 0.24 0.21
0.07 -0.07 0.05
-0.09 0.07 -0.03
-0.01 0.00 -0.03
0.01 -0.02 -0.02
0.08 -0.02 -0.04

largest force on an atom: 0.96 eV/A
net charge: 0
E_HOMO: -6.6 eV
gap between HOMO and LUMO: 0.2805 Eh

2.
Formula: C18H20Cl2N2O5S
Source: OMol25
Level of theory: wB97M-V/def2-TZVPD

Cartesian coordinates (Å):
C -3.6780 3.3841 -1.2116
N -2.3734 2.8927 -1.5799
C -2.1966 1.8549 -2.4091
O -3.0896 1.2463 -2.9609
C -0.7126 1.4856 -2.5921
N -0.1650 1.0543 -1.3223
C 0.0002 -0.3070 -1.0257
C -0.6154 -0.8009 0.1202
C -0.4587 -2.1227 0.5181
C 0.3269 -2.9646 -0.2873
C 0.9480 -2.4895 -1.4247
C 0.7995 -1.1591 -1.7859
Cl 1.6581 -0.5744 -3.1670
H 1.5587 -3.1483 -2.0206
Cl 0.5194 -4.6068 0.1740
O -1.0137 -2.6770 1.6108
C -1.7744 -1.8613 2.4816
C -2.1695 -2.7130 3.6829
O -1.0942 -2.7499 4.5870
C -1.3244 -3.6005 5.6800
H -0.4385 -3.5444 6.3084
H -2.2025 -3.2801 6.2553
H -1.4769 -4.6366 5.3536
H -3.0588 -2.2790 4.1670
H -2.4183 -3.7272 3.3370
H -2.6736 -1.5007 1.9666
H -1.1776 -1.0106 2.8290
H -1.2032 -0.1085 0.6971
S 0.7442 2.1054 -0.3989
O 0.6205 1.7054 0.9689
O 0.3290 3.4340 -0.7632
C 2.4090 1.8034 -0.9643
C 2.9179 2.5428 -2.0134
C 4.1676 2.2213 -2.5170
C 4.8811 1.1659 -1.9709
C 4.3597 0.4355 -0.9140
C 3.1118 0.7536 -0.4049
H 2.6742 0.2103 0.4177
H 4.9205 -0.3837 -0.4910
H 5.8510 0.9114 -2.3712
H 4.5804 2.7890 -3.3368
H 2.3383 3.3608 -2.4112
H -0.1584 2.3607 -2.9379
H -0.6463 0.6892 -3.3346
H -1.5571 3.3290 -1.1667
H -3.7838 4.4332 -1.4923
H -3.8359 3.2869 -0.1359
H -4.4198 2.7899 -1.7437

Cartesian forces, eV/Å:
-0.15 -0.03 -0.03
-0.02 0.44 0.31
0.52 0.00 -0.11
-0.20 -0.26 -0.23
-0.53 0.23 -0.33
0.67 0.71 0.52
0.10 -0.85 0.19
-0.09 -0.30 0.10
0.13 0.04 -0.27
-0.10 0.27 0.08
-0.15 0.07 0.14
-0.11 0.09 0.09
0.07 -0.06 -0.20
0.05 -0.06 -0.04
0.07 -0.27 0.01
0.17 -0.15 -0.11
-0.29 -0.04 0.46
0.02 0.18 -0.26
0.13 0.14 -0.21
-0.04 -0.04 0.04
-0.05 -0.06 0.06
0.03 -0.02 0.01
0.01 0.02 0.02
0.07 -0.03 -0.08
-0.04 0.10 0.01
0.09 0.00 0.03
-0.07 -0.01 -0.05
-0.09 0.03 0.08
0.04 -0.20 -0.07
0.25 -0.20 -0.13
0.29 -0.03 -0.34
-0.56 0.22 0.32
0.00 0.18 -0.11
-0.08 0.01 0.00
0.02 -0.03 0.00
-0.06 0.00 0.00
0.05 -0.09 0.19
0.04 -0.12 0.12
0.04 -0.07 0.05
0.09 -0.02 -0.03
0.03 0.06 -0.06
-0.01 0.12 -0.10
-0.05 -0.09 -0.15
0.00 0.13 0.15
-0.15 -0.10 -0.14
-0.06 -0.02 0.02
-0.06 0.01 -0.02
0.00 0.09 0.07

SMILES string: CNC(=O)CN(c1cc(OCCOC)c(Cl)cc1Cl)S(=O)(=O)c1ccccc1
largest force on an atom: 1.10 eV/A
net charge: 0
E_HOMO: -8.7 eV
gap between HOMO and LUMO: 0.3385 Eh

3.
Formula: C11H20BF6N2OPPt
Source: OMol25
Level of theory: wB97M-V/def2-TZVPD

Cartesian coordinates (Å):
Pt 1.9656 -0.7725 -0.3104
C -1.8384 -0.6578 -1.2324
N -2.0765 -0.0704 0.1178
C -3.4586 -0.3562 0.5769
C -1.0256 -0.4641 1.1438
C -0.5268 -1.8726 1.0023
C -1.2495 -2.9246 1.5472
C -0.8158 -4.2393 1.4090
C 0.3615 -4.5125 0.7345
C 1.1151 -3.4692 0.2099
C 0.6919 -2.1439 0.3518
H -2.5159 -0.1773 -1.9339
H -2.0309 -1.7267 -1.1908
H -0.8113 -0.4652 -1.5223
H -1.9709 0.9510 0.0208
H -3.5633 -1.4282 0.7224
H -4.1557 -0.0194 -0.1860
H -3.6392 0.1763 1.5069
H -1.4773 -0.2918 2.1195
H -0.2184 0.2482 1.0121
H -2.1539 -2.7239 2.1099
H -1.3962 -5.0453 1.8368
H 0.7041 -5.5324 0.6253
H 2.0428 -3.6954 -0.3028
F -0.1416 1.7114 -0.9851
P -0.2150 3.1732 -0.2359
F 1.2826 3.4820 -0.7539
F -0.8456 3.8041 -1.5593
F -0.2982 4.5263 0.5586
F -1.6951 2.7199 0.3113
F 0.4532 2.4228 1.0872
B 2.0115 2.4583 -3.7561
C 2.1508 1.2865 -2.7796
N 2.2539 0.4353 -2.0150
H 1.8727 3.5470 -3.0851
H 2.3632 2.5279 -4.8707
H 1.0128 3.1864 -3.3899
C 3.1925 0.8515 2.1424
O 2.6849 0.9709 0.7950
H 2.3983 0.5656 2.8299
H 3.6204 1.8071 2.4373
H 3.9660 0.0899 2.1268
H 1.9756 1.6473 0.7736

Cartesian forces, eV/Å:
0.07 -0.05 -0.12
-0.01 0.02 0.05
0.13 -0.02 -0.14
0.00 0.03 0.00
-0.02 0.02 -0.02
-0.02 -0.03 0.03
0.00 -0.02 0.01
-0.01 0.02 0.00
0.03 0.00 -0.02
0.01 -0.01 0.00
-0.03 0.04 0.07
-0.01 0.01 0.01
0.01 0.00 0.00
0.01 -0.02 -0.01
-0.08 -0.03 0.06
-0.02 -0.01 0.01
-0.02 0.01 0.02
-0.02 -0.01 0.00
0.00 0.00 -0.01
0.02 0.03 0.01
-0.01 0.01 0.00
0.00 0.00 0.00
0.01 0.00 0.00
0.00 -0.01 0.00
0.02 -0.15 -0.14
-0.14 0.16 0.11
0.07 -0.01 -0.08
0.03 -0.07 0.09
0.00 -0.01 -0.02
0.07 0.04 -0.04
-0.04 0.04 0.04
-0.08 -0.07 0.12
0.15 0.07 -0.03
-0.12 -0.01 -0.04
-0.02 0.02 0.02
0.02 -0.03 -0.01
0.00 0.03 0.00
0.00 0.02 -0.02
-0.09 -0.04 0.01
-0.02 0.00 0.00
0.00 -0.01 0.01
0.01 0.00 0.00
0.09 0.04 0.06

multiplicity: 4
largest force on an atom: 0.24 eV/A
net charge: +1
E_HOMO (spin up / spin down): -12.4 / -12.9 eV
gap between HOMO and LUMO (spin up / spin down): 0.3601 / 0.2681 Eh

4.
Formula: C4H17N3O2
Source: OMol25
Level of theory: wB97M-V/def2-TZVPD

Cartesian coordinates (Å):
N -1.3066 0.2631 2.6468
C -2.1823 0.1174 1.4930
C -1.6960 0.7956 0.2082
N -0.5482 0.0660 -0.3614
C 0.1263 0.8281 -1.4037
C 1.4824 0.2231 -1.7822
N 2.5440 0.5929 -0.8307
H -0.4113 -0.1675 2.4767
H -1.1525 1.2352 2.8959
H -3.1555 0.5450 1.7486
H -2.3222 -0.9431 1.2845
H -2.4782 0.7770 -0.5601
H -1.4408 1.8488 0.3815
H 0.0883 -0.2293 0.3701
H -0.5320 0.7936 -2.2786
H 0.2511 1.8869 -1.1205
H 1.3523 -0.8626 -1.7911
H 1.7444 0.5021 -2.8057
H 2.4926 1.5705 -0.5696
H 3.4496 0.4337 -1.2511
H 2.2796 -0.4028 0.8501
H 2.2655 -1.7837 1.5379
O 1.8976 -0.8917 1.6065
H -1.0717 -2.0437 -1.5671
H -0.7555 -2.3456 -0.1690
O -0.9207 -2.8092 -1.0090

Cartesian forces, eV/Å:
-0.13 -0.06 0.02
0.00 0.68 -0.19
0.36 -0.71 -0.41
-0.29 0.36 0.25
0.16 -0.41 -0.01
-0.38 0.10 -0.03
-0.18 -0.31 0.17
0.31 -0.05 0.10
-0.04 -0.14 -0.14
-0.01 -0.15 0.00
-0.08 -0.07 0.07
-0.12 0.07 0.16
-0.04 0.09 0.21
0.23 0.27 0.06
0.14 0.21 -0.06
0.04 0.00 -0.08
0.16 -0.02 0.11
-0.08 0.20 -0.02
-0.03 0.04 -0.19
0.08 0.02 0.09
0.00 0.03 -0.11
-0.14 0.25 0.06
0.02 -0.24 -0.05
-0.08 0.14 -0.23
-0.04 -0.38 -0.36
0.12 0.07 0.56

SMILES string: NCCNCCN.O.O
largest force on an atom: 0.89 eV/A
net charge: 0
E_HOMO: -9.1 eV
gap between HOMO and LUMO: 0.3608 Eh

5.
Formula: C3H7N2O
Source: OMol25
Level of theory: wB97M-V/def2-TZVPD

Cartesian coordinates (Å):
C 2.0261 -1.0260 0.7368
C 0.8517 -0.2962 1.0663
N -0.1791 -0.5409 0.2501
C 0.2612 -1.5883 -0.5592
N 1.5712 -1.8553 -0.3494
H 3.0718 -1.0565 0.9683
H 0.7714 0.3697 1.9494
H -1.0331 -0.0379 0.3378
H -0.4430 -1.8191 -1.4058
H 2.2701 -2.4571 -0.9317
H -3.4406 4.0786 -0.9066
H -3.0079 2.6512 -0.6848
O -2.7197 3.5778 -0.4713

Cartesian forces, eV/Å:
-3.93 -0.15 -1.86
3.89 0.86 2.53
3.32 -3.42 -0.69
-1.58 1.60 -1.71
0.14 0.78 0.31
-0.04 0.22 0.65
0.01 -0.36 -1.02
-0.94 -0.20 -0.39
1.45 -0.56 0.93
-2.28 1.26 1.27
0.66 -0.04 0.42
0.50 1.25 0.38
-1.19 -1.23 -0.83

largest force on an atom: 4.82 eV/A
net charge: +1
E_HOMO: -14.1 eV
gap between HOMO and LUMO: 0.3732 Eh